Computed, not measured: a molecular structure, C43H106Br3O28P7 in a non-equilibrium geometry, with ωB97M-V/def2-TZVPD.

Structure (XYZ):
```
187
Properties=species:S:1:pos:R:3:forces:R:3:lowdin_spin:R:1
C 0.9069 -0.9494 0.9534 -0.4 0.7 0.4 0.251
Br 1.9233 -0.8389 2.6663 0.7 0.6 1.4 0.245
Br -0.1760 -2.5312 0.9262 -1.3 -1.9 -0.2 0.176
Br 2.0557 -0.8805 -0.6435 1.0 0.1 -1.7 0.221
H 0.1685 -0.1479 0.9322 0.2 0.4 -0.1 0.011
C 2.1048 8.2108 0.1663 -0.1 0.0 1.2 0.000
C 1.6395 6.8248 0.7977 1.5 1.0 -2.2 0.000
O 1.4702 6.7550 2.2016 -1.8 0.5 0.7 0.000
P -0.0037 6.7985 2.9223 -1.4 -0.4 -2.2 0.000
O 0.0102 6.6512 4.3643 0.6 0.6 0.4 0.000
O -0.6811 8.2654 2.3727 1.2 -3.5 2.2 0.000
C -1.3556 8.3498 1.1495 0.2 3.2 -0.5 0.000
C -1.8594 9.8779 1.1312 -0.7 -1.7 -0.6 0.000
O -0.8886 5.5907 2.2256 1.0 2.0 0.0 0.000
C -0.9282 4.2050 2.6842 -0.2 -0.9 -0.9 0.000
C -0.5039 3.2233 1.4998 -0.8 2.1 1.9 0.002
H 1.4021 9.0143 0.3868 -0.2 0.0 0.2 0.000
H 3.0749 8.5713 0.5084 0.0 -0.3 0.3 0.000
H 2.1834 8.2217 -0.9208 -0.2 -0.7 -0.1 0.000
H 0.8171 6.5541 0.1355 -0.7 -0.5 0.8 0.000
H 2.4272 6.0999 0.5926 0.0 0.0 0.0 0.000
H -0.5624 8.3197 0.4025 -0.5 -0.5 -0.6 0.000
H -2.1541 7.6233 0.9990 0.1 0.0 0.1 0.000
H -1.1019 10.5827 1.4739 0.1 -0.3 -0.1 0.000
H -2.1902 10.1206 0.1213 0.3 0.1 -0.2 0.000
H -2.7767 10.0101 1.7049 0.2 -0.1 0.5 0.000
H -0.3472 4.0620 3.5953 0.4 0.2 -0.3 0.000
H -1.9525 3.9829 2.9836 -0.1 0.3 -0.1 0.000
H -1.2406 3.2565 0.6972 0.0 0.1 0.0 0.000
H 0.4455 3.6387 1.1620 0.2 -0.9 -0.2 0.000
H -0.5375 2.2411 1.9714 0.7 -0.2 -0.4 0.002
C -3.8753 -1.9279 2.6873 0.1 -1.6 -0.4 0.002
C -2.5370 -1.5217 3.2718 -0.1 -0.6 0.2 0.002
O -2.3854 -0.1273 3.2569 -0.7 2.5 1.1 0.002
P -3.1015 0.8364 4.3497 3.3 -0.8 2.2 0.000
O -4.1682 1.7275 3.9197 -0.1 -0.1 -0.2 0.000
O -3.4325 -0.1231 5.6780 3.1 1.4 -2.8 0.000
C -4.6530 -0.0775 6.2924 -2.0 0.0 -0.3 0.000
C -4.5207 -0.5021 7.7302 -0.3 -0.7 -0.3 0.000
O -1.7716 1.6368 4.9523 -2.2 0.3 -0.9 0.000
C -0.8012 0.9180 5.6840 1.7 -1.0 0.8 0.000
C 0.4729 1.7665 6.0024 -1.1 0.3 -0.7 0.002
H -4.4244 -2.4593 3.4646 -0.6 0.3 -0.1 0.000
H -4.4677 -1.2218 2.1055 0.1 0.6 0.8 0.000
H -3.6908 -2.6692 1.9099 0.1 -0.4 0.0 0.002
H -2.4260 -1.8249 4.3128 -0.2 -0.4 -0.1 0.000
H -1.7102 -1.9570 2.7105 -0.2 0.4 0.1 0.005
H -5.1033 0.9147 6.2619 0.1 0.2 -0.1 0.000
H -5.2188 -0.6976 5.5972 -1.2 -0.4 0.9 0.000
H -5.4553 -0.3136 8.2585 0.1 0.3 0.1 0.000
H -4.3559 -1.5765 7.8121 0.4 0.0 0.0 0.000
H -3.6752 0.0456 8.1464 -0.2 -0.1 0.3 0.000
H -1.1365 0.5963 6.6700 -0.7 0.0 -0.1 0.000
H -0.6172 0.0012 5.1238 0.6 0.0 0.0 0.001
H 0.0916 2.6609 6.4950 0.1 0.3 -0.2 0.000
H 1.1789 1.3592 6.7261 -0.3 -0.7 -0.2 0.000
H 1.0205 2.0382 5.1000 0.0 0.1 0.0 0.001
C -3.7389 -5.5441 5.2306 0.4 -0.2 0.4 0.000
C -3.9218 -4.3131 6.0998 -2.3 -1.1 -1.3 0.000
O -2.8483 -3.4546 6.2384 0.9 0.7 0.6 0.000
P -1.3605 -3.8324 6.5537 3.7 0.7 0.0 0.000
O -0.5258 -2.7347 7.1845 -2.1 -2.3 -1.1 0.000
O -1.4373 -5.2069 7.4303 -0.1 0.9 -1.2 0.000
C -1.3421 -5.2392 8.8550 -0.4 -0.3 0.1 0.000
C -1.4420 -6.6898 9.2863 1.0 -0.5 0.3 0.000
O -0.7954 -4.2937 5.0635 -1.6 0.0 2.0 0.000
C 0.4822 -4.8755 4.8126 0.4 -2.2 0.8 0.001
C 1.3788 -3.9526 4.1988 1.2 3.2 -1.1 0.004
H -3.0467 -6.2405 5.7039 0.3 0.1 -0.1 0.000
H -4.6914 -6.0715 5.2837 -0.2 0.1 -0.5 0.000
H -3.4044 -5.3357 4.2144 -0.2 0.0 0.0 0.000
H -4.7233 -3.7131 5.6688 0.1 0.3 -0.3 0.000
H -4.4433 -4.6954 6.9773 0.9 0.4 1.1 0.000
H -0.3869 -4.8217 9.1733 0.0 0.0 -0.1 0.000
H -2.1279 -4.6490 9.3264 -0.2 0.2 -0.2 0.000
H -1.4135 -6.7412 10.3748 -0.1 0.1 0.1 0.000
H -2.2452 -7.3434 8.9460 -0.4 0.7 -0.2 0.000
H -0.5416 -7.2074 8.9554 0.2 0.0 -0.1 0.000
H 1.0261 -5.2121 5.6952 -0.7 -0.2 0.7 0.000
H 0.4456 -5.7501 4.1631 -1.1 -0.3 0.1 0.000
H 2.4127 -4.2863 4.1096 -0.1 -0.3 0.1 0.000
H 1.0682 -3.5802 3.2226 -0.1 -0.2 0.0 0.002
H 1.3734 -3.0686 4.8364 0.4 0.3 0.0 0.003
C -7.8738 0.4812 -6.0203 -0.8 -0.5 0.9 0.000
C -6.9025 -0.4837 -5.2663 0.3 1.6 -1.3 0.000
O -7.0030 -0.2840 -3.8344 1.1 0.1 0.2 0.000
P -5.8146 0.5058 -3.0074 -2.5 -0.1 0.8 0.000
O -5.5385 1.8844 -3.4828 0.1 -1.3 0.6 0.000
O -6.4178 0.3766 -1.4555 0.9 -0.4 -3.1 0.000
C -6.3568 1.4522 -0.5093 -1.0 -0.4 0.0 0.000
C -6.9295 0.7981 0.7583 0.4 0.7 0.4 0.000
O -4.6730 -0.5859 -3.0557 -1.8 0.0 0.5 0.000
C -3.4282 -0.3760 -2.4372 2.8 0.4 -0.4 0.000
C -3.1410 -0.6213 -0.9270 -1.4 -0.3 -0.3 0.003
H -7.5889 0.8018 -7.0223 0.4 -0.1 0.2 0.000
H -8.8630 0.0327 -6.1122 0.0 -0.5 -0.2 0.000
H -8.1438 1.3430 -5.4100 0.8 0.3 0.0 0.000
H -7.0240 -1.5008 -5.6390 -0.7 -0.3 1.0 0.000
H -5.9006 -0.3071 -5.6576 0.3 0.5 0.5 0.000
H -5.3193 1.7845 -0.4749 -0.2 0.2 0.5 0.000
H -7.0252 2.2279 -0.8830 0.3 0.4 0.2 0.000
H -6.5140 -0.2092 0.7870 -0.3 0.0 0.3 0.000
H -6.7033 1.3262 1.6846 0.7 0.1 -0.1 0.000
H -8.0177 0.8016 0.8204 -0.1 -0.4 -0.8 0.000
H -2.8240 -0.9831 -3.1114 0.6 -0.3 0.7 0.000
H -3.1060 0.6311 -2.7016 -0.1 0.3 0.3 0.000
H -3.9499 -0.1903 -0.3371 0.0 0.2 0.1 0.000
H -3.0982 -1.6660 -0.6189 0.0 -0.1 -0.4 0.001
H -2.2152 -0.1791 -0.5590 0.1 0.2 -0.6 0.003
C 5.4806 1.7276 -3.1900 -0.2 -1.8 -0.2 0.000
C 5.1396 0.9968 -1.8517 0.2 0.2 -2.0 0.006
O 4.9932 1.9435 -0.8318 -1.6 2.5 1.1 0.001
P 3.6524 2.8904 -0.6122 1.2 -0.5 0.2 0.000
O 2.5295 2.2339 0.0298 -0.6 -0.2 -0.2 0.003
O 4.2044 4.0788 0.3441 -0.1 -0.4 -2.1 0.000
C 4.8122 3.5967 1.5148 -0.2 1.3 2.7 0.000
C 4.8291 4.7369 2.5896 1.4 -0.4 -0.8 0.000
O 3.3059 3.6104 -2.0233 0.7 -1.7 1.5 0.000
C 2.3238 4.6377 -2.0300 1.4 1.3 0.7 0.000
C 2.0138 4.9140 -3.4430 -1.0 0.9 -1.5 0.000
H 5.6320 0.9874 -3.9756 -0.3 -0.5 0.0 0.000
H 4.6208 2.2869 -3.5585 0.4 0.5 0.3 0.000
H 6.4602 2.2041 -3.2302 -0.4 0.7 0.6 0.000
H 4.2315 0.3983 -1.9242 -0.1 0.0 -0.2 0.009
H 5.9444 0.3081 -1.5945 0.1 0.2 0.3 0.000
H 4.2042 2.8312 1.9969 0.1 -0.6 -0.6 0.000
H 5.8317 3.2783 1.2972 -0.1 -0.2 0.1 0.000
H 5.6368 5.4285 2.3499 -0.2 0.5 -0.4 0.000
H 3.8957 5.2804 2.7358 0.0 -0.3 -0.1 0.000
H 5.2166 4.3401 3.5280 -0.5 -0.4 0.2 0.000
H 1.4060 4.5071 -1.4567 0.2 -0.8 0.2 0.000
H 2.8598 5.4638 -1.5627 -0.3 0.4 0.0 0.000
H 1.0425 4.4678 -3.6562 0.1 0.0 -0.6 0.000
H 1.9635 5.9837 -3.6466 -0.5 0.2 0.3 0.000
H 2.7461 4.6496 -4.2059 0.2 -0.8 0.5 0.000
C 3.4096 4.3067 -7.3446 -0.9 -1.0 -0.7 0.000
C 4.1857 3.1158 -7.9762 0.5 2.4 0.0 0.000
O 4.4563 2.0403 -7.1239 -1.6 -3.7 -0.4 0.000
P 3.6266 0.5152 -7.3012 0.7 1.6 -0.8 0.000
O 2.4659 0.4181 -8.2187 1.1 0.8 0.5 0.000
O 4.7677 -0.5699 -7.6642 0.4 4.0 0.6 0.000
C 4.4323 -1.9007 -7.5751 0.6 -2.2 -0.8 0.000
C 5.7415 -2.7583 -7.7250 -1.5 1.5 0.7 0.000
O 3.2690 0.2661 -5.7966 0.2 -0.1 0.3 0.001
C 2.3010 1.1864 -5.2256 -0.3 -0.1 0.4 0.001
C 1.9335 0.7846 -3.8103 -0.6 -0.1 -0.4 0.010
H 3.1002 4.9235 -8.1884 0.3 0.3 -0.1 0.000
H 2.4479 3.9704 -6.9572 0.0 0.0 0.5 0.000
H 3.9470 4.9334 -6.6330 0.1 -0.4 0.1 0.000
H 3.7341 2.8844 -8.9408 -0.1 -0.5 0.2 0.000
H 5.1414 3.6084 -8.1558 0.4 -0.5 -0.5 0.000
H 3.9234 -2.0041 -6.6167 -0.1 -0.9 -0.1 0.000
H 3.8240 -2.1397 -8.4475 -0.6 -0.2 0.3 0.000
H 6.3177 -2.3666 -8.5633 -0.1 -0.2 -0.1 0.000
H 6.2965 -2.5511 -6.8101 0.3 -0.7 -0.1 0.000
H 5.4114 -3.7836 -7.8926 0.5 -0.1 0.3 0.000
H 2.7086 2.1971 -5.2468 0.1 -0.1 -0.2 0.000
H 1.3625 1.1445 -5.7785 0.4 0.1 -0.6 0.000
H 2.4565 -0.0908 -3.4252 0.3 0.4 0.1 0.012
H 1.9906 1.6647 -3.1698 0.1 -0.4 0.3 0.000
H 0.8912 0.4743 -3.8838 -0.1 0.0 0.6 0.000
C 3.3486 -4.6630 -0.2331 -1.2 -1.8 -0.9 0.001
C 4.2048 -5.5571 -1.2003 0.1 2.4 1.1 0.000
O 3.6315 -5.6282 -2.5159 -0.9 -1.4 -0.3 0.000
P 2.6383 -6.8616 -2.9312 0.6 1.9 0.6 0.000
O 2.9372 -8.1598 -2.3577 -0.1 -0.6 0.6 0.000
O 1.1684 -6.3214 -2.7224 0.6 -2.9 1.5 0.000
C 0.8280 -5.0212 -3.0647 1.4 0.8 -1.5 0.000
C 0.0720 -4.4578 -1.9123 -0.6 0.4 -0.5 0.003
O 2.7557 -6.7859 -4.4874 0.0 -0.4 -1.3 0.000
C 2.3389 -7.9768 -5.2462 0.9 0.8 -0.7 0.000
C 2.0161 -7.4579 -6.6562 -0.4 -0.2 0.0 0.000
H 3.7383 -4.5897 0.7822 0.3 0.1 -0.2 0.000
H 3.1174 -3.7007 -0.6899 0.5 0.1 0.1 0.002
H 2.3708 -5.1407 -0.1715 -0.2 -0.1 0.5 0.000
H 5.0401 -4.8603 -1.2700 0.7 -0.7 -0.7 0.000
H 4.5323 -6.5279 -0.8284 -0.3 0.0 0.0 0.000
H 1.7782 -4.5718 -3.3536 -0.1 1.1 0.6 0.000
H 0.4057 -5.1164 -4.0651 -1.2 0.4 0.2 0.000
H -0.7688 -5.1374 -1.7732 -0.2 0.2 0.3 0.001
H 0.6702 -4.4224 -1.0018 -0.1 0.0 -0.3 0.001
H -0.2952 -3.4529 -2.1208 0.0 0.0 0.1 0.000
H 3.2200 -8.6139 -5.1703 -0.3 -0.3 -0.4 0.000
H 1.4815 -8.4901 -4.8110 0.0 0.2 0.2 0.000
H 1.1412 -6.8126 -6.5768 0.2 0.4 0.0 0.000
H 2.8321 -6.9448 -7.1651 0.1 0.2 0.5 0.000
H 1.6937 -8.1926 -7.3939 0.1 -0.7 0.4 0.000
```
Forces are in eV/Å.

For the total energy, the calculation gives -13920.77075 hartree. The value obtained for the LUMO energy (alpha / beta) is 1.99 / 1.99 eV. The expectation value of S² is 0.754. The calculation puts the HOMO energy (alpha / beta) at -0.0529 / -0.2232 Eh. For the orbital gap (alpha / beta), the calculation gives 3.43 / 8.06 eV. The total charge is -1. The spin multiplicity is 2.